[1]
DFT (ωB97M-V/def2-TZVPD) results for C29H25AgBN7OS2 as an isolated structure.

Structure (ORCA input):
```
! wB97M-V def2-TZVPD RIJCOSX def2/J DEFGRID3
* xyz -2 1
Ag 0.3993 0.7697 0.9293
B -1.8918 3.0979 -0.6455
N -0.8241 3.9812 0.0558
C -0.8399 5.3089 0.2562
C 0.2862 5.6558 0.9806
C 0.9380 4.4294 1.1853
N 0.2626 3.4359 0.6247
N -2.5843 2.2051 0.4191
C -3.7987 2.3503 0.9699
C -3.9454 1.4084 1.9720
C -2.7215 0.7224 1.9698
N -1.9220 1.2073 1.0294
H -1.3631 2.3917 -1.4729
H -2.7367 3.8376 -1.1102
H -1.6472 5.9081 -0.1328
H 0.5858 6.6376 1.3077
H 1.8574 4.2205 1.7098
H -4.4678 3.1161 0.6107
H -4.7979 1.2506 2.6111
H -2.3625 -0.0760 2.6013
C -0.4613 -3.3184 4.3220
N 0.8342 -3.0256 3.7655
C 1.5695 -4.0748 3.1619
C 2.3779 -3.5592 2.2303
N 2.2089 -2.1662 2.1959
C 0.8857 -1.9215 2.7872
S 0.6227 -0.2658 3.4477
H -0.3540 -4.0423 5.1336
H -1.1654 -3.7215 3.5775
H -0.8756 -2.3942 4.7259
H 1.5242 -5.0828 3.5423
H 3.1482 -4.0516 1.6584
H 2.3404 -1.6766 1.3161
C -4.4646 1.3259 -2.4415
C -5.0698 0.5832 -3.5887
O -5.8629 1.0521 -4.3697
S -4.5718 -1.1190 -3.8508
C -3.5048 -1.4575 -2.4730
C -3.9984 -2.1225 -1.3527
C -3.1752 -2.3560 -0.2641
C -1.8507 -1.9127 -0.2768
C -1.3577 -1.2553 -1.4105
C -2.1764 -1.0431 -2.4985
C -0.9890 -2.0590 0.8488
C -0.1656 -2.0919 1.7304
H -4.9211 2.3132 -2.3918
H -3.3831 1.4328 -2.5669
H -4.6055 0.7908 -1.5015
H -5.0337 -2.4417 -1.3358
H -3.5586 -2.8526 0.6180
H -0.3388 -0.8858 -1.3998
H -1.7977 -0.5110 -3.3625
N 9.2961 -1.3280 -3.3715
C 8.2547 -1.1086 -2.9284
C 6.9640 -0.8350 -2.3824
C 6.0601 -0.0315 -3.0848
C 4.8142 0.2308 -2.5575
C 4.4217 -0.2964 -1.3132
C 5.3486 -1.0979 -0.6192
C 6.5953 -1.3652 -1.1416
C 3.1434 -0.0340 -0.7687
C 2.0291 0.1640 -0.2928
H 6.3472 0.3813 -4.0433
H 4.1119 0.8528 -3.0957
H 5.0615 -1.4972 0.3449
H 7.2960 -1.9826 -0.5943
*
```

The value obtained for the HOMO-LUMO gap is 5.8405 eV. Its HOMO energy is -0.064 Ha. The LUMO energy comes out at 0.1510 Ha. As for the strongest force on any atom: 0.3 eV/A.

Here are the Mulliken charges for atoms 1 to 2, given in e:
1. Ag 1.0452
2. B 0.6337

[2]
DFT (ωB97M-V/def2-TZVPD) results for C29H25BrIrN2P as an isolated structure in a non-equilibrium geometry.

Structure (ORCA input):
```
! wB97M-V def2-TZVPD RIJCOSX def2/J DEFGRID3
* xyz 3 2
Ir -1.1200 0.1337 -0.2089
N -1.5213 -1.9921 -0.3861
C -0.5456 -2.8122 0.3471
C -0.8888 -3.9500 1.0322
C 0.1222 -4.6636 1.6825
C 1.4414 -4.2384 1.6413
C 1.7760 -3.0667 0.9721
C 0.7703 -2.3569 0.3244
P 0.9541 -0.7393 -0.3739
C 0.6241 -0.6749 -2.1202
C 0.6418 0.5807 -2.7622
C 0.3610 0.6618 -4.1175
C 0.0685 -0.4916 -4.8320
C 0.0637 -1.7435 -4.2076
C 0.3293 -1.8419 -2.8595
C 2.3966 0.1314 0.1247
C 2.4831 0.6069 1.4420
C 3.6517 1.2093 1.8645
C 4.7291 1.3288 0.9880
C 4.6495 0.8409 -0.3106
C 3.4799 0.2440 -0.7541
H -1.4650 -2.2025 -1.3844
H -2.4663 -2.2525 -0.1045
H -1.9128 -4.3060 1.0596
H -0.1330 -5.5653 2.2236
H 2.2082 -4.8070 2.1492
H 2.7977 -2.7070 0.9650
H 0.9148 1.4716 -2.2088
H 0.3905 1.6192 -4.6206
H -0.1399 -0.4253 -5.8925
H -0.1273 -2.6356 -4.7894
H 0.3803 -2.8180 -2.3868
H 1.6543 0.4813 2.1311
H 3.7354 1.5763 2.8787
H 5.6412 1.8028 1.3265
H 5.4979 0.9226 -0.9765
H 3.4174 -0.1360 -1.7666
Br -3.3521 4.9623 -2.0738
C -1.9451 4.1662 -1.1410
C -0.9488 4.9280 -0.5355
C 0.0742 4.2744 0.1334
C 0.0803 2.8955 0.1942
N -0.8867 2.1670 -0.3859
C -1.8823 2.7917 -1.0463
H -0.9772 6.0085 -0.5910
H 0.8673 4.8323 0.6120
H 0.8634 2.3520 0.7051
H -2.6375 2.1744 -1.5193
C -3.8036 0.2000 3.5893
C -2.4199 0.1083 3.8105
C -1.5660 0.0033 2.7414
C -2.1048 0.0399 1.4238
C -3.5133 0.0768 1.2032
C -4.3481 0.1920 2.2867
H -4.4724 0.2682 4.4383
H -2.0328 0.1151 4.8207
H -0.4971 -0.0559 2.8958
H -3.9387 0.0601 0.2033
H -5.4191 0.2551 2.1453
*
```

The value obtained for the HOMO-LUMO gap (spin up / spin down) is 7.0975 / 5.1230 eV. Its HOMO energy (spin up / spin down) is -0.641 / -0.641 Ha. The LUMO energy (spin up / spin down) comes out at -0.3800 / -0.4526 Ha. As for the strongest force on any atom: 1.6 eV/A.

Here are the Mulliken charges for atoms 1 to 2, given in e:
1. Ir 0.3592
2. N -0.4739

[3]
DFT (ωB97M-V/def2-TZVPD) results for C29H25BrIrN2P as an isolated structure in a non-equilibrium geometry.

Structure (ORCA input):
```
! wB97M-V def2-TZVPD RIJCOSX def2/J DEFGRID3
* xyz 3 2
Ir -0.0643 -1.0136 -0.2527
N 0.8256 -0.9819 1.8610
C 0.7756 0.2635 2.6126
C 0.8607 0.2763 3.9877
C 0.8238 1.4976 4.6580
C 0.7100 2.6886 3.9556
C 0.6073 2.6694 2.5711
C 0.6483 1.4493 1.8989
P 0.3427 1.3077 0.1567
C 0.0025 2.8698 -0.6052
C 1.0212 3.5335 -1.2974
C 0.7664 4.7957 -1.8078
C -0.4942 5.3647 -1.6728
C -1.5073 4.6969 -0.9913
C -1.2673 3.4417 -0.4624
C 1.7779 0.5791 -0.6446
C 3.0576 0.4837 -0.0675
C 4.0994 -0.0213 -0.8187
C 3.8826 -0.4780 -2.1318
C 2.6264 -0.4296 -2.6990
C 1.5596 0.1054 -1.9666
H 1.7912 -1.1974 1.5995
H 0.5043 -1.7585 2.4364
H 0.9770 -0.6459 4.5460
H 0.8861 1.5112 5.7380
H 0.6830 3.6313 4.4845
H 0.4999 3.5915 2.0138
H 2.0026 3.0911 -1.4108
H 1.5576 5.3401 -2.3053
H -0.6933 6.3321 -2.1144
H -2.4812 5.1541 -0.8807
H -2.0569 2.9103 0.0577
H 3.2301 0.8410 0.9418
H 5.0967 -0.0517 -0.3983
H 4.7174 -0.8552 -2.7085
H 2.4738 -0.7598 -3.7182
H 0.6031 0.2771 -2.4571
Br 2.0375 -6.0459 -2.1689
C 0.7526 -5.1763 -1.1363
C -0.2899 -5.8691 -0.5378
C -1.2093 -5.1599 0.2243
C -1.0707 -3.7963 0.3619
N -0.0550 -3.1295 -0.2186
C 0.8422 -3.8087 -0.9588
H -0.3802 -6.9404 -0.6632
H -2.0313 -5.6666 0.7108
H -1.7714 -3.2187 0.9497
H 1.6528 -3.2511 -1.4096
C -4.7240 -0.8266 -0.6972
C -4.0934 -0.5795 0.5408
C -2.7295 -0.4828 0.5863
C -1.9659 -0.7424 -0.5986
C -2.6057 -0.9555 -1.8462
C -3.9694 -1.0157 -1.8841
H -5.8059 -0.8417 -0.7485
H -4.6824 -0.4411 1.4377
H -2.2385 -0.2462 1.5235
H -2.0343 -1.1091 -2.7535
H -4.4745 -1.2067 -2.8219
*
```

The value obtained for the HOMO-LUMO gap (spin up / spin down) is 5.4692 / 5.0417 eV. Its HOMO energy (spin up / spin down) is -0.638 / -0.637 Ha. The LUMO energy (spin up / spin down) comes out at -0.4366 / -0.4514 Ha. As for the strongest force on any atom: 1.4 eV/A.

Here are the Mulliken charges for atoms 1 to 2, given in e:
1. Ir 0.6380
2. N -0.4483

[4]
DFT (ωB97M-V/def2-TZVPD) results for C29H25Cl3F6N8O8S2Tl as an isolated structure in a non-equilibrium geometry.

Structure (ORCA input):
```
! wB97M-V def2-TZVPD RIJCOSX def2/J DEFGRID3
* xyz -1 1
Tl 0.0348 -0.0854 0.0020
O -4.2307 1.0002 -1.8202
C -3.0449 0.9318 -1.5139
N -2.4665 -0.1692 -0.9944
C -2.6645 -1.4243 -1.3190
C -3.1464 -1.8564 -2.5925
C -3.1738 -3.1754 -2.9046
C -2.7302 -4.1601 -1.9722
C -2.2779 -3.8038 -0.7438
C -2.2383 -2.4291 -0.3628
N -1.7503 -1.9858 0.7715
C -1.6856 -2.6152 1.9664
O -2.4733 -3.4810 2.3292
C -0.7026 -2.0434 2.9553
C -0.6491 -2.5997 4.2285
C 0.2270 -2.0571 5.1515
C 1.0122 -0.9778 4.7766
C 0.8767 -0.4801 3.4885
N 0.0362 -1.0018 2.6078
C -2.2095 2.1937 -1.5547
C -2.8644 3.3835 -1.8691
C -2.1297 4.5536 -1.9273
C -0.7610 4.4953 -1.7052
C -0.1932 3.2648 -1.4099
N -0.9076 2.1496 -1.3185
H -3.4927 -1.1010 -3.2839
H -3.5186 -3.4971 -3.8788
H -2.7577 -5.2059 -2.2499
H -1.9542 -4.5352 -0.0170
H -1.2963 -3.4329 4.4600
H 0.2932 -2.4655 6.1521
H 1.7284 -0.5388 5.4576
H 1.4584 0.3648 3.1407
H -3.9290 3.3549 -2.0487
H -2.6184 5.4950 -2.1449
H -0.1482 5.3853 -1.7623
H 0.8732 3.1532 -1.2588
F 2.3944 -2.8510 -3.8120
C 1.2957 -2.3544 -3.2499
F 0.2669 -3.1526 -3.5704
F 1.4349 -2.3728 -1.9227
S 0.9031 -0.6178 -3.8091
O -0.1000 -0.2167 -2.8569
O 0.5031 -0.7400 -5.1758
N 2.2530 0.1830 -3.7168
S 2.9506 0.4693 -2.3311
O 2.1620 1.2207 -1.3778
O 3.7665 -0.6029 -1.8736
C 4.1157 1.8005 -2.9337
F 4.8332 1.4414 -3.9957
F 4.9623 2.1589 -1.9592
F 3.3928 2.8885 -3.2591
Cl 4.0435 -0.6060 3.5677
C 4.2014 -1.6152 2.1125
Cl 5.4805 -0.9415 1.0966
Cl 4.6471 -3.2423 2.6139
C 2.7699 -1.5978 1.3321
O 2.1791 -2.6630 1.2853
O 2.4571 -0.4410 0.9667
C 2.7306 4.9293 1.4841
C 3.2177 3.5256 1.1617
N 2.1257 2.5783 1.2599
C 0.8798 2.8293 1.7316
N -0.0446 1.9341 1.5678
C -1.3374 2.1230 2.1920
C -1.7051 3.6023 2.2211
C -0.6056 4.3433 2.9653
N 0.6860 4.0180 2.3926
C 1.8341 4.8408 2.7120
H 2.1454 5.3220 0.6493
H 3.5762 5.5921 1.6689
H 4.0090 3.2380 1.8628
H 3.6433 3.4850 0.1570
H 2.2264 1.7061 0.7560
H -1.3198 1.7212 3.2146
H -2.0739 1.5497 1.6237
H -2.6684 3.7645 2.7064
H -1.7548 3.9702 1.1926
H -0.6415 4.0804 4.0313
H -0.7498 5.4243 2.8801
H 2.4059 4.4186 3.5499
H 1.4752 5.8267 3.0109
*
```

The value obtained for the HOMO-LUMO gap (spin up / spin down) is 5.3545 / 6.0124 eV. Its HOMO energy (spin up / spin down) is -0.182 / -0.198 Ha. The LUMO energy (spin up / spin down) comes out at 0.0144 / 0.0232 Ha. As for the strongest force on any atom: 1.2 eV/A.

Here are the Mulliken charges for atoms 1 to 2, given in e:
1. Tl 1.6276
2. O -0.7321

[5]
DFT (ωB97M-V/def2-TZVPD) results for C29H25ClMoPSe as an isolated structure in a non-equilibrium geometry.

Structure (ORCA input):
```
! wB97M-V def2-TZVPD RIJCOSX def2/J DEFGRID3
* xyz 1 3
C 0.0291 3.3884 1.5956
C 0.8612 2.5504 0.7417
C 0.4368 2.7123 -0.6060
H 1.7458 2.0220 1.0395
C -0.6750 3.6122 -0.6329
C -0.9273 4.0431 0.7232
H -1.8413 4.5594 1.0752
H 0.2213 3.5858 2.6241
H 0.9829 2.3051 -1.4516
H -1.1897 3.9335 -1.5429
Mo -1.4238 1.9957 0.5917
Cl -2.9656 1.1147 -1.0533
P 1.2269 -1.8605 -1.1709
C 1.3117 -0.8920 -2.5975
C 2.6060 -1.0515 -3.1648
H 3.3974 -1.5254 -2.5681
C 2.8718 -0.6720 -4.4701
H 3.8467 -0.8698 -4.9357
C 1.8644 -0.0485 -5.2307
H 2.0500 0.2233 -6.2769
C 0.6160 0.2189 -4.6428
H -0.1457 0.7279 -5.2527
C 0.3407 -0.1828 -3.3352
H -0.6127 0.0397 -2.8527
C 2.3336 -1.5698 0.1079
C 3.2810 -0.5184 0.1535
H 3.1735 0.3348 -0.5180
C 4.3672 -0.5828 1.0193
H 5.1600 0.1843 0.9889
C 4.5061 -1.6533 1.9176
H 5.3982 -1.7308 2.5551
C 3.4980 -2.6313 1.9744
H 3.6062 -3.4497 2.7004
C 2.4269 -2.5786 1.0995
H 1.6573 -3.3501 1.1388
C -0.1441 -2.8582 -0.9614
C 0.0068 -3.9011 -1.9169
H 0.7808 -3.8177 -2.6834
C -0.7967 -5.0406 -1.8755
H -0.6470 -5.8629 -2.5715
C -1.8011 -5.1317 -0.8942
H -2.4281 -6.0408 -0.8250
C -2.0238 -4.0725 -0.0049
H -2.8426 -4.1610 0.7377
C -1.2084 -2.9355 -0.0412
H -1.3804 -2.0783 0.6177
Se -1.1014 0.7087 2.6580
C -2.6115 1.8007 3.1624
C -2.3257 2.7662 4.1470
C -3.2003 3.8610 4.3172
C -4.3928 3.9010 3.5621
C -4.7518 2.8560 2.7062
C -3.8885 1.7573 2.5502
H -1.4202 2.6779 4.7342
H -2.9590 4.6321 5.0358
H -5.0649 4.7494 3.7045
H -5.7036 2.8957 2.1776
H -4.1315 0.9103 1.9199
*
```

The value obtained for the HOMO-LUMO gap (spin up / spin down) is 7.0981 / 4.7201 eV. Its HOMO energy (spin up / spin down) is -0.369 / -0.358 Ha. The LUMO energy (spin up / spin down) comes out at -0.1086 / -0.1850 Ha. As for the strongest force on any atom: 3.5 eV/A.

Here are the Mulliken charges for atoms 1 to 2, given in e:
1. C -0.5602
2. C -0.0658

[6]
DFT (ωB97M-V/def2-TZVPD) results for C29H26AsBBrF10MnN2O2 as an isolated structure in a non-equilibrium geometry.

Structure (ORCA input):
```
! wB97M-V def2-TZVPD RIJCOSX def2/J DEFGRID3
* xyz 1 4
Mn -0.7981 -0.2057 -0.6821
Br 2.7935 2.4606 -6.5418
C 1.7014 2.0361 -5.0474
C 0.4179 2.6042 -4.9585
C -0.4164 2.2575 -3.9347
C -0.0136 1.3355 -2.9350
O -0.8332 1.0073 -2.0139
C 1.3280 0.8121 -2.9947
C 1.8181 -0.0922 -2.0229
N 1.1583 -0.5219 -0.9797
C 1.7162 -1.4763 -0.1248
C 3.0340 -1.8974 -0.1063
C 3.4394 -2.9035 0.7749
C 2.5591 -3.4929 1.6430
C 1.2190 -3.0584 1.6978
C 0.2616 -3.5628 2.6028
C -0.9986 -3.0234 2.6132
C -1.3252 -2.0005 1.7139
N -0.4613 -1.5227 0.8394
C 0.7999 -2.0340 0.8130
C 2.1544 1.1754 -4.0784
H 0.0918 3.3096 -5.7086
H -1.4149 2.6565 -3.8618
H 2.8325 -0.4570 -2.1850
H 3.7771 -1.4659 -0.7608
H 4.4673 -3.2227 0.7521
H 2.8751 -4.2876 2.2999
H 0.5245 -4.3576 3.2847
H -1.7496 -3.3839 3.2964
H -2.3200 -1.5763 1.6784
H 3.1545 0.7750 -4.1396
F -4.5925 1.6425 -0.0332
B -3.5832 1.7697 -0.8482
F -2.5094 0.1262 -0.2274
F -2.5671 2.5546 -0.4580
F -3.6882 1.5475 -2.1273
C -1.9282 -2.5390 -3.8923
C -1.8962 -2.5915 -2.3589
O -1.0503 -1.6604 -1.8536
C -1.4201 -3.9737 -1.8413
F -2.2599 -4.9743 -2.0745
F -1.2180 -3.9280 -0.5083
F -0.2407 -4.3110 -2.3717
C -3.3371 -2.3837 -1.8264
F -3.3514 -2.3703 -0.4848
F -3.8391 -1.2272 -2.2431
F -4.1782 -3.3434 -2.2153
H -0.9859 -2.8992 -4.2973
H -2.0571 -1.4978 -4.1907
H -2.7501 -3.1333 -4.2809
C -1.5251 1.8909 2.2974
As -0.2281 1.5462 0.8826
C 0.2014 3.3549 0.2666
C 1.4561 1.1884 1.9079
C 1.4893 1.9671 3.1831
C 0.8683 1.4528 4.3181
C 0.8593 2.1671 5.5017
C 1.4761 3.4060 5.5659
C 2.1138 3.9167 4.4485
C 2.1182 3.2046 3.2608
H -1.1845 2.7339 2.9055
H -1.6293 1.0051 2.9265
H -2.4930 2.1282 1.8559
H 0.1336 4.0370 1.1222
H -0.5082 3.6729 -0.4963
H 1.2165 3.3766 -0.1424
H 2.2955 1.4654 1.2606
H 1.5229 0.1167 2.1133
H 0.3948 0.4797 4.2630
H 0.3732 1.7579 6.3736
H 1.4731 3.9623 6.4903
H 2.6123 4.8722 4.5036
H 2.6238 3.6025 2.3912
*
```

The value obtained for the HOMO-LUMO gap (spin up / spin down) is 6.2574 / 6.6217 eV. Its HOMO energy (spin up / spin down) is -0.406 / -0.408 Ha. The LUMO energy (spin up / spin down) comes out at -0.1759 / -0.1645 Ha. As for the strongest force on any atom: 2.3 eV/A.

Here are the Mulliken charges for atoms 1 to 2, given in e:
1. Mn 0.3714
2. Br -0.1572

Repeat the first record exactly.
DFT (ωB97M-V/def2-TZVPD) results for C29H25AgBN7OS2 as an isolated structure.

Structure (ORCA input):
```
! wB97M-V def2-TZVPD RIJCOSX def2/J DEFGRID3
* xyz -2 1
Ag 0.3993 0.7697 0.9293
B -1.8918 3.0979 -0.6455
N -0.8241 3.9812 0.0558
C -0.8399 5.3089 0.2562
C 0.2862 5.6558 0.9806
C 0.9380 4.4294 1.1853
N 0.2626 3.4359 0.6247
N -2.5843 2.2051 0.4191
C -3.7987 2.3503 0.9699
C -3.9454 1.4084 1.9720
C -2.7215 0.7224 1.9698
N -1.9220 1.2073 1.0294
H -1.3631 2.3917 -1.4729
H -2.7367 3.8376 -1.1102
H -1.6472 5.9081 -0.1328
H 0.5858 6.6376 1.3077
H 1.8574 4.2205 1.7098
H -4.4678 3.1161 0.6107
H -4.7979 1.2506 2.6111
H -2.3625 -0.0760 2.6013
C -0.4613 -3.3184 4.3220
N 0.8342 -3.0256 3.7655
C 1.5695 -4.0748 3.1619
C 2.3779 -3.5592 2.2303
N 2.2089 -2.1662 2.1959
C 0.8857 -1.9215 2.7872
S 0.6227 -0.2658 3.4477
H -0.3540 -4.0423 5.1336
H -1.1654 -3.7215 3.5775
H -0.8756 -2.3942 4.7259
H 1.5242 -5.0828 3.5423
H 3.1482 -4.0516 1.6584
H 2.3404 -1.6766 1.3161
C -4.4646 1.3259 -2.4415
C -5.0698 0.5832 -3.5887
O -5.8629 1.0521 -4.3697
S -4.5718 -1.1190 -3.8508
C -3.5048 -1.4575 -2.4730
C -3.9984 -2.1225 -1.3527
C -3.1752 -2.3560 -0.2641
C -1.8507 -1.9127 -0.2768
C -1.3577 -1.2553 -1.4105
C -2.1764 -1.0431 -2.4985
C -0.9890 -2.0590 0.8488
C -0.1656 -2.0919 1.7304
H -4.9211 2.3132 -2.3918
H -3.3831 1.4328 -2.5669
H -4.6055 0.7908 -1.5015
H -5.0337 -2.4417 -1.3358
H -3.5586 -2.8526 0.6180
H -0.3388 -0.8858 -1.3998
H -1.7977 -0.5110 -3.3625
N 9.2961 -1.3280 -3.3715
C 8.2547 -1.1086 -2.9284
C 6.9640 -0.8350 -2.3824
C 6.0601 -0.0315 -3.0848
C 4.8142 0.2308 -2.5575
C 4.4217 -0.2964 -1.3132
C 5.3486 -1.0979 -0.6192
C 6.5953 -1.3652 -1.1416
C 3.1434 -0.0340 -0.7687
C 2.0291 0.1640 -0.2928
H 6.3472 0.3813 -4.0433
H 4.1119 0.8528 -3.0957
H 5.0615 -1.4972 0.3449
H 7.2960 -1.9826 -0.5943
*
```

The value obtained for the HOMO-LUMO gap is 5.8405 eV. Its HOMO energy is -0.064 Ha. The LUMO energy comes out at 0.1510 Ha. As for the strongest force on any atom: 0.3 eV/A.

Here are the Mulliken charges for atoms 1 to 2, given in e:
1. Ag 1.0452
2. B 0.6337

Number 3 is which compound?
C29H25BrIrN2P